one | {"formula": "C5H9NS2", "method": "the ωB97M-V functional and the def2-TZVPD basis", "symbols": ["C", "C", "C", "C", "C", "H", "H", "H", "H", "H", "H", "H", "H", "H", "N", "S", "S"], "coordinates": [[-3.00442, -0.06767, -0.40742], [-0.21360, -0.22227, -0.45390], [1.61746, -0.04052, 1.11256], [0.96740, -1.03756, 0.16658], [1.92272, -1.54629, -0.84523], [-3.00155, -0.78987, -1.26734], [-3.92841, -0.14735, 0.15030], [-2.88540, 0.97129, -0.79731], [-0.56707, -0.47179, -1.50738], [2.34548, -0.30446, 1.90945], [0.55827, -1.97990, 0.63286], [2.85133, -1.98501, -0.40189], [1.44300, -2.22265, -1.54598], [2.31738, -0.69503, -1.45552], [1.51630, 1.16834, 0.80999], [-1.62547, -0.38261, 0.68388], [0.53268, 1.44087, -0.61030]], "homo_lumo_gap_ha": 0.3444, "e_homo_ev": -8.60, "smiles": "CS[C@H]1SN=C[C@@H]1C"}

---

two | {"formula": "C5H9NS2", "method": "the ωB97M-V functional and the def2-TZVPD basis", "symbols": ["C", "C", "C", "C", "C", "H", "H", "H", "H", "H", "H", "H", "H", "H", "N", "S", "S"], "coordinates": [[1.53250, -1.16902, 1.50257], [1.14648, -0.52965, 0.18326], [-0.08441, 0.31901, 0.23671], [-0.14874, 1.36715, -0.93262], [-0.82090, 2.76244, -0.64315], [0.55656, -1.50673, 1.98042], [2.03039, -0.20885, 2.00223], [2.27990, -2.07157, 1.39007], [1.87023, 0.01302, -0.33540], [-0.25732, -2.58894, -0.88647], [0.47915, 0.99564, -1.84297], [-0.95870, 2.97338, 0.37537], [-0.71216, 3.50795, -1.39290], [-2.20417, 0.91658, -0.48785], [-1.61059, 1.59639, -1.16447], [1.03982, -2.00604, -1.12391], [-1.13728, 0.14949, 1.45317]], "homo_lumo_gap_ha": 0.3033, "e_homo_ev": -8.99, "smiles": "C[C@@H](S)C(=S)[C@@H]1CN1"}

---

What should be chosen as the most stable of them? Choose one.

---

one | {"formula": "C29H37BBaN10O3", "method": "the ωB97M-V functional and the def2-TZVPD basis", "symbols": ["Ba", "C", "C", "N", "N", "C", "B", "N", "C", "C", "C", "N", "N", "C", "C", "C", "N", "H", "H", "H", "H", "H", "H", "H", "H", "H", "H", "C", "N", "C", "C", "O", "C", "O", "C", "C", "O", "N", "C", "C", "H", "H", "H", "H", "H", "H", "H", "H", "H", "H", "H", "H", "H", "H", "H", "H", "C", "N", "C", "C", "C", "C", "C", "N", "C", "C", "C", "C", "C", "C", "H", "H", "H", "H", "H", "H", "H", "H", "H", "H", "H"], "coordinates": [[0.33274, 0.21514, -0.09964], [-0.98365, -2.06958, 4.19436], [-0.26450, -1.96797, 2.99819], [-0.30697, -0.72760, 2.51966], [-1.04456, -0.01047, 3.39193], [-1.46192, -0.79463, 4.40279], [-1.36103, 1.49414, 3.21210], [-0.07088, 2.32407, 3.00541], [0.43160, 3.21942, 3.87634], [1.55459, 3.78761, 3.31427], [1.66212, 3.15507, 2.07083], [0.68131, 2.27606, 1.89007], [-2.35142, 1.73913, 2.05734], [-3.59697, 2.24236, 2.14373], [-4.14481, 2.26364, 0.87970], [-3.13688, 1.74011, 0.05962], [-2.06224, 1.42921, 0.77813], [-1.13623, -2.93608, 4.81378], [0.28293, -2.73319, 2.46805], [-2.06389, -0.38019, 5.19419], [-1.89040, 1.86965, 4.23095], [-0.05501, 3.38711, 4.82216], [2.19060, 4.54781, 3.73433], [2.40092, 3.31058, 1.29801], [-3.99473, 2.54948, 3.09671], [-5.12435, 2.60595, 0.59430], [-3.12789, 1.56068, -1.00567], [1.97010, -0.73730, -5.27327], [2.02099, -1.39291, -3.97529], [1.46533, -2.73672, -3.92505], [2.21500, -0.72678, -2.82755], [2.09178, -1.23350, -1.71545], [2.61129, 0.75189, -2.93745], [2.58116, 1.36879, -1.66413], [3.82091, 1.63942, -1.05691], [3.84035, 1.10498, 0.37632], [2.95681, 0.36462, 0.77587], [4.87258, 1.49593, 1.15500], [5.89950, 2.42832, 0.72949], [4.86125, 1.15359, 2.57047], [2.24388, -1.46550, -6.03623], [2.67948, 0.08431, -5.33337], [0.96419, -0.36335, -5.48066], [2.01621, -3.38525, -4.60723], [0.41259, -2.71248, -4.21604], [1.54588, -3.11604, -2.91193], [1.89298, 1.26967, -3.57168], [3.60192, 0.83940, -3.39364], [3.98634, 2.72123, -1.05202], [4.64476, 1.17932, -1.61157], [6.09925, 2.34997, -0.33603], [6.82342, 2.18786, 1.25413], [5.63211, 3.46271, 0.96637], [4.07334, 0.43139, 2.75398], [4.67112, 2.04478, 3.17327], [5.82512, 0.72907, 2.85393], [-1.80138, -3.10573, -0.28357], [-1.38488, -1.90100, -0.99424], [-1.73173, -1.81611, -2.22330], [-1.44570, -0.70259, -3.08954], [-1.90274, -0.54411, -4.40426], [-1.46506, 0.71677, -4.82097], [-0.75286, 1.24482, -3.73790], [-0.73221, 0.40038, -2.68824], [-3.07551, -2.92462, 0.51499], [-3.32832, -1.74651, 1.21067], [-4.48708, -1.60503, 1.95939], [-5.40869, -2.64192, 2.02624], [-5.16533, -3.81885, 1.33369], [-4.00673, -3.95495, 0.58061], [-0.99600, -3.39214, 0.39904], [-1.94392, -3.94279, -0.97878], [-2.30249, -2.63232, -2.68661], [-2.50477, -1.24742, -4.96177], [-1.65046, 1.19937, -5.76858], [-0.28098, 2.21818, -3.67183], [-2.62321, -0.92867, 1.16099], [-4.66855, -0.67594, 2.48559], [-6.31420, -2.52931, 2.60908], [-5.88066, -4.63104, 1.37145], [-3.82464, -4.87337, 0.03288]], "homo_lumo_gap_ha": 0.2624, "e_homo_ev": -7.08}

---

two | {"formula": "C29H37BBaN10O3", "method": "the ωB97M-V functional and the def2-TZVPD basis", "symbols": ["Ba", "C", "C", "N", "N", "C", "B", "N", "C", "C", "C", "N", "N", "C", "C", "C", "N", "H", "H", "H", "H", "H", "H", "H", "H", "H", "H", "C", "N", "C", "C", "O", "C", "O", "C", "C", "O", "N", "C", "C", "H", "H", "H", "H", "H", "H", "H", "H", "H", "H", "H", "H", "H", "H", "H", "H", "C", "N", "C", "C", "C", "C", "C", "N", "C", "C", "C", "C", "C", "C", "H", "H", "H", "H", "H", "H", "H", "H", "H", "H", "H"], "coordinates": [[-0.42941, -0.14475, -0.01041], [0.39436, 4.47185, 1.80368], [0.37622, 3.48894, 0.80956], [-0.07174, 2.33288, 1.28797], [-0.34466, 2.54279, 2.59050], [-0.06900, 3.81559, 2.92418], [-0.89191, 1.44700, 3.53425], [-2.28897, 0.97465, 3.07128], [-3.43706, 1.09858, 3.75955], [-4.46681, 0.60292, 2.98769], [-3.83043, 0.19072, 1.81076], [-2.52295, 0.41279, 1.86809], [0.08740, 0.25888, 3.64257], [0.83916, -0.05572, 4.71183], [1.59380, -1.16917, 4.40302], [1.22020, -1.47850, 3.08941], [0.32319, -0.60752, 2.63591], [0.71234, 5.49631, 1.72186], [0.67408, 3.56924, -0.22516], [-0.22500, 4.15952, 3.93285], [-1.00548, 1.93698, 4.62903], [-3.43693, 1.53361, 4.74479], [-5.51150, 0.54815, 3.23886], [-4.25950, -0.25569, 0.92628], [0.77363, 0.52851, 5.61461], [2.29322, -1.68834, 5.03460], [1.55462, -2.28169, 2.44934], [1.07388, -3.99410, -3.39062], [0.99620, -2.54422, -3.51039], [2.24119, -1.87719, -3.85264], [-0.01851, -1.83596, -2.99391], [-0.01613, -0.60919, -2.88348], [-1.25320, -2.62449, -2.54452], [-2.18355, -1.75847, -1.93259], [-2.97195, -1.03105, -2.84596], [-3.31267, 0.32046, -2.23703], [-2.64005, 0.77778, -1.32383], [-4.36501, 0.98298, -2.75285], [-5.12332, 0.52804, -3.90488], [-4.75837, 2.25664, -2.16956], [1.73273, -4.36622, -4.17404], [0.10040, -4.45778, -3.53208], [1.47402, -4.28321, -2.41471], [2.52822, -2.13403, -4.87375], [3.03124, -2.19828, -3.17102], [2.10860, -0.80399, -3.76297], [-0.95682, -3.35469, -1.79362], [-1.70375, -3.15284, -3.39239], [-3.87326, -1.60382, -3.08235], [-2.41962, -0.83495, -3.77172], [-4.51830, -0.09056, -4.56295], [-5.43852, 1.39879, -4.47837], [-6.01524, -0.03059, -3.60974], [-4.30946, 2.35486, -1.18628], [-5.84448, 2.28846, -2.07997], [-4.42959, 3.08920, -2.79552], [3.29174, 0.83301, -0.92040], [2.40308, -0.27360, -0.64748], [2.91045, -1.43992, -0.54339], [2.17766, -2.63626, -0.24473], [2.74089, -3.90243, -0.04151], [1.68016, -4.75342, 0.28245], [0.53416, -3.95035, 0.25548], [0.81580, -2.67283, -0.06354], [3.45070, 1.76117, 0.26918], [3.13042, 1.35786, 1.55804], [3.29058, 2.22772, 2.62967], [3.78795, 3.50454, 2.42417], [4.11917, 3.91265, 1.13830], [3.94390, 3.04819, 0.07002], [2.87859, 1.41411, -1.75216], [4.28250, 0.47666, -1.23974], [3.99334, -1.57758, -0.67766], [3.79034, -4.15102, -0.10648], [1.72718, -5.80431, 0.52136], [-0.48203, -4.25243, 0.47868], [2.73219, 0.36716, 1.73342], [3.01408, 1.89791, 3.62361], [3.90678, 4.18521, 3.25759], [4.50381, 4.91033, 0.96617], [4.19101, 3.37751, -0.93416]], "homo_lumo_gap_ha": 0.2671, "e_homo_ev": -7.19}

---

What should be chosen as the most stable of them? Choose two.

---

one | {"formula": "C4H8NO3", "method": "the ωB97M-V functional and the def2-TZVPD basis", "symbols": ["O", "C", "C", "C", "H", "H", "H", "H", "H", "H", "N", "C", "O", "O", "H", "H"], "coordinates": [[-1.88978, -3.08074, 0.44646], [-1.53156, -2.02622, -0.09380], [-0.69799, -1.11076, 0.70542], [0.78110, -1.39092, 0.20304], [-1.76712, -1.81620, -1.17509], [-0.87334, -1.41785, 1.75974], [-0.92342, -0.02405, 0.51412], [0.98742, -2.35290, 0.68594], [1.43297, -0.59037, 0.61208], [0.79542, -1.45210, -0.89342], [1.09172, 3.14461, -0.53102], [0.37575, 1.92086, -0.35317], [0.32859, 1.12088, -1.30415], [-0.15876, 1.85921, 0.80209], [1.20126, 3.36275, -1.52367], [0.84775, 3.85381, 0.14544]], "homo_lumo_gap_ha": 0.3118, "total_charge": -1, "e_homo_ev": -4.46}

---

two | {"formula": "C4H8NO3", "method": "the ωB97M-V functional and the def2-TZVPD basis", "symbols": ["C", "C", "O", "O", "H", "H", "H", "C", "C", "O", "N", "H", "H", "H", "H", "H"], "coordinates": [[-2.20304, 1.46761, 0.47038], [-1.67516, 1.28254, 1.92379], [-0.64138, 0.69864, 2.04235], [-2.51797, 1.42966, 2.80199], [-3.27013, 1.35853, 0.39915], [-1.91191, 0.84887, -0.25874], [-2.01995, 2.45096, 0.11024], [2.42669, -1.43622, -1.43125], [0.90678, -1.06288, -1.07337], [0.09072, -1.46437, -1.88532], [0.80038, -0.51206, 0.16990], [0.01352, -0.21226, 0.68956], [1.57873, -0.10058, 0.64230], [2.47208, -1.87403, -2.35181], [2.76337, -2.19361, -0.78384], [3.18728, -0.68082, -1.46532]], "homo_lumo_gap_ha": 0.2851, "total_charge": -1, "e_homo_ev": -4.25}

---

three | {"formula": "C4H8NO3", "method": "the ωB97M-V functional and the def2-TZVPD basis", "symbols": ["C", "C", "O", "N", "H", "H", "H", "H", "H", "C", "C", "O", "O", "H", "H", "H"], "coordinates": [[0.50207, -2.24691, -0.78458], [-0.75406, -2.47621, 0.01542], [-1.27484, -3.58512, 0.05503], [-1.26454, -1.42832, 0.72141], [-2.25065, -1.54630, 0.89505], [-0.79696, -0.53050, 0.62187], [1.32305, -1.87755, -0.15251], [0.37846, -1.57458, -1.62460], [0.96171, -3.20873, -1.04688], [0.43052, 3.24436, 0.44282], [0.56081, 1.82795, -0.12556], [-0.51871, 1.20936, -0.30051], [1.71604, 1.44897, -0.43103], [0.03797, 3.17044, 1.46015], [-0.40203, 3.75945, -0.06660], [1.35115, 3.81369, 0.32052]], "homo_lumo_gap_ha": 0.3103, "total_charge": -1, "e_homo_ev": -4.50}

---

four | {"formula": "C4H8NO3", "method": "the ωB97M-V functional and the def2-TZVPD basis", "symbols": ["C", "C", "C", "O", "N", "C", "O", "O", "H", "H", "H", "H", "H", "H", "H", "H"], "coordinates": [[-1.10737, 0.76812, 0.60713], [-0.09415, -0.14356, -0.13188], [0.05454, 0.30806, -1.57627], [-1.17632, 0.14258, -2.33094], [1.19854, -0.20679, 0.46876], [1.43804, -1.05294, 1.61675], [0.52276, -1.85420, 1.88260], [2.49750, -0.79056, 2.23435], [-1.20434, 1.72616, 0.09712], [-2.07457, 0.24911, 0.66694], [-0.75834, 0.88835, 1.62239], [-0.48359, -1.15417, -0.11397], [0.84590, -0.27859, -2.05309], [0.24523, 1.37779, -1.59104], [-1.63444, -0.62186, -1.96334], [1.73061, 0.64250, 0.56449]], "homo_lumo_gap_ha": 0.2844, "total_charge": -1, "e_homo_ev": -4.17, "smiles": "C[C@@H](CO)NC(=O)[O-]"}

---

What should be chosen as the most stable of them? Choose three.

---

one | {"formula": "C4H8NO3", "method": "the ωB97M-V functional and the def2-TZVPD basis", "symbols": ["C", "C", "C", "O", "N", "C", "O", "O", "H", "H", "H", "H", "H", "H", "H", "H"], "coordinates": [[-0.22407, 0.56479, 0.99496], [0.19910, -0.95771, 0.50648], [1.48656, -1.13226, -0.42270], [0.95750, -1.09906, -1.73315], [-0.40649, 1.62347, 0.13493], [-1.74631, 1.50384, -0.46462], [-2.17729, 2.57996, -0.82193], [-2.16868, 0.37082, -0.57079], [0.63923, 0.63760, 1.79533], [-1.03298, 0.22565, 1.56745], [-0.67919, -1.30151, -0.06174], [0.45345, -1.63457, 1.43849], [2.25785, -0.37839, -0.10113], [2.01864, -2.07164, -0.24837], [-0.00827, -0.75784, -1.52265], [0.43095, 1.82686, -0.49057]], "homo_lumo_gap_ha": 0.2887, "total_charge": -1, "e_homo_ev": -4.02, "smiles": "O=C([O-])NCCCO"}

---

two | {"formula": "C4H8NO3", "method": "the ωB97M-V functional and the def2-TZVPD basis", "symbols": ["C", "C", "O", "O", "H", "H", "H", "C", "C", "O", "N", "H", "H", "H", "H", "H"], "coordinates": [[1.64331, -0.96204, 0.53574], [1.66818, 0.23182, 1.51070], [0.56681, 0.55331, 2.05556], [2.75624, 0.81889, 1.67559], [2.61952, -1.20159, 0.07316], [1.12967, -0.63240, -0.37014], [1.15061, -1.83209, 0.92804], [-2.89848, 0.06176, -1.93198], [-1.45002, -0.12392, -1.44105], [-0.52478, -0.46379, -2.15489], [-1.30003, 0.09408, -0.10985], [-0.36113, 0.11428, 0.30939], [-2.01068, 0.41072, 0.51668], [-3.42219, -0.85831, -1.66826], [-2.75352, 0.16832, -3.01448], [-3.34734, 0.95129, -1.49354]], "homo_lumo_gap_ha": 0.2763, "total_charge": -1, "e_homo_ev": -4.07}

---

three | {"formula": "C4H8NO3", "method": "the ωB97M-V functional and the def2-TZVPD basis", "symbols": ["C", "C", "O", "O", "H", "H", "H", "C", "C", "O", "N", "H", "H", "H", "H", "H"], "coordinates": [[2.15549, -1.98382, -0.35939], [1.42383, -0.73767, -0.89363], [0.47387, -0.28856, -0.20491], [1.83893, -0.33725, -2.00310], [1.55936, -2.95914, -0.41782], [2.45619, -1.99943, 0.73085], [3.02923, -2.02164, -1.04550], [-0.97271, 1.51230, 1.46571], [-2.03019, 1.02587, 0.42781], [-3.13618, 0.67245, 0.77337], [-1.58727, 0.83208, -0.85800], [-2.26982, 0.52804, -1.51600], [-0.64351, 0.85993, -1.17794], [-0.43205, 2.28428, 0.95290], [-0.23239, 0.79368, 1.87299], [-1.63280, 1.81887, 2.25265]], "homo_lumo_gap_ha": 0.3140, "total_charge": -1, "e_homo_ev": -4.52}

---

four | {"formula": "C4H8NO3", "method": "the ωB97M-V functional and the def2-TZVPD basis", "symbols": ["O", "C", "N", "C", "C", "O", "C", "O", "H", "H", "H", "H", "H", "H", "H", "H"], "coordinates": [[1.78741, -0.54761, 2.35414], [2.05217, 0.09182, 1.33693], [1.26258, 0.11368, 0.25159], [-0.20822, -0.15759, 0.25649], [-0.58785, -1.32843, -0.62316], [-1.90919, -1.12325, -1.01778], [-0.84255, 1.13415, -0.37154], [-2.10565, 0.88241, -0.85583], [2.98351, 0.65760, 1.17782], [1.64662, 0.71069, -0.46458], [-0.49632, -0.22318, 1.30509], [-0.04249, -1.26085, -1.59755], [-0.42210, -2.29880, -0.14359], [-2.06609, 0.01664, -0.90452], [-0.11826, 1.47318, -1.15399], [-0.93357, 1.85953, 0.45047]], "homo_lumo_gap_ha": 0.2409, "total_charge": -1, "e_homo_ev": -2.94}

---

What should be chosen as the most stable of them? Choose two.